The following is a quantum chemistry calculation of C49H53AsN10O2STi as an isolated structure at a distorted geometry, from OMol25.

Each line ends with the Löwdin spin population.
Geometry (Å):
1 Ti -0.622 0.083 0.122  0.656
2 C -2.732 1.264 3.303  0.000
3 C -3.036 -0.231 3.467  0.000
4 C -2.463 -1.144 2.352  0.006
5 N -2.309 -0.432 1.105  0.006
6 C -3.404 0.004 0.512  0.010
7 C -4.708 -0.458 0.790  -0.003
8 C -5.920 0.146 0.558  0.004
9 C -6.141 1.442 0.099  -0.003
10 C -5.236 2.250 -0.559  0.003
11 C -3.963 1.932 -1.011  -0.003
12 C -3.134 0.865 -0.653  0.007
13 N -1.989 0.540 -1.256  0.001
14 C -1.846 0.806 -2.677  0.001
15 C -0.580 1.587 -3.032  -0.001
16 C 0.618 0.920 -2.339  0.000
17 N 0.564 1.182 -0.919  -0.012
18 C 1.001 2.307 -0.371  0.024
19 C 1.678 3.304 -1.106  -0.004
20 C 2.328 4.452 -0.709  0.015
21 C 2.495 4.971 0.569  0.002
22 C 2.010 4.445 1.749  0.015
23 C 1.233 3.317 1.966  0.004
24 C 0.727 2.354 1.081  0.015
25 N -0.049 1.340 1.483  -0.001
26 C -0.167 1.020 2.892  0.001
27 C -1.311 1.707 3.658  0.000
28 H -3.408 1.801 3.971  0.000
29 H -2.970 1.587 2.285  0.000
30 H -4.122 -0.337 3.465  0.000
31 H -2.678 -0.579 4.438  0.000
32 H -3.132 -2.007 2.222  0.001
33 H -1.490 -1.549 2.645  0.001
34 H -4.750 -1.442 1.243  0.000
35 H -6.797 -0.422 0.847  0.000
36 H -7.141 1.834 0.225  0.000
37 H -5.599 3.228 -0.847  0.000
38 H -3.518 2.663 -1.677  0.000
39 H -2.729 1.319 -3.072  0.000
40 H -1.795 -0.173 -3.177  0.000
41 H -0.658 2.628 -2.702  0.000
42 H -0.453 1.568 -4.116  0.000
43 H 1.567 1.237 -2.793  0.000
44 H 0.521 -0.166 -2.467  0.001
45 H 1.715 3.126 -2.173  0.000
46 H 2.781 5.025 -1.509  0.001
47 H 3.058 5.891 0.645  0.000
48 H 2.247 5.010 2.643  0.001
49 H 0.965 3.181 3.005  0.000
50 H 0.776 1.274 3.395  0.000
51 H -0.289 -0.064 2.972  0.001
52 H -1.251 2.787 3.498  0.000
53 H -1.143 1.517 4.721  0.000
54 C 4.723 -2.271 -3.066  0.000
55 C 3.380 -2.498 -3.640  0.000
56 N 3.139 -2.915 -4.838  0.000
57 N 1.794 -3.011 -4.942  0.000
58 C 1.168 -2.628 -3.807  0.000
59 S -0.444 -2.530 -3.535  0.003
60 N 2.200 -2.301 -2.947  0.000
61 N 1.985 -1.890 -1.641  0.002
62 H 5.463 -2.462 -3.836  0.000
63 H 4.892 -2.958 -2.237  0.000
64 H 4.835 -1.249 -2.702  0.000
65 H 1.351 -3.325 -5.791  0.000
66 H 2.200 -2.627 -0.973  0.000
67 H 2.499 -1.043 -1.401  0.000
68 N -0.375 -6.853 0.328  0.006
69 C 0.512 -5.956 0.826  0.014
70 O 1.562 -6.299 1.344  0.019
71 C 0.161 -4.530 0.672  0.083
72 C 0.858 -3.598 1.465  -0.010
73 C 0.657 -2.257 1.286  0.064
74 N -0.178 -1.754 0.339  0.004
75 C -0.897 -2.648 -0.389  0.072
76 C -0.761 -4.006 -0.255  -0.010
77 H -0.173 -7.833 0.441  0.000
78 H -1.297 -6.586 0.041  0.000
79 H 1.550 -3.971 2.205  -0.002
80 H 1.195 -1.527 1.886  0.003
81 H -1.606 -2.228 -1.101  0.003
82 H -1.337 -4.646 -0.904  -0.002
83 O 2.490 -0.009 0.779  0.003
84 As 3.862 -0.035 1.665  0.000
85 C 5.282 0.753 0.594  0.000
86 C 4.886 1.384 -0.577  0.000
87 C 5.824 1.984 -1.398  0.000
88 C 7.162 1.959 -1.041  0.000
89 C 7.560 1.334 0.131  0.000
90 C 6.623 0.726 0.952  0.000
91 C 3.687 1.013 3.300  0.000
92 C 4.289 2.259 3.390  0.000
93 C 4.127 3.026 4.531  0.000
94 C 3.381 2.541 5.593  0.000
95 C 2.759 1.307 5.497  0.000
96 C 2.898 0.549 4.345  0.000
97 C 4.315 -1.878 2.149  0.000
98 C 4.404 -2.787 1.102  0.000
99 C 4.617 -4.130 1.348  0.000
100 C 4.739 -4.577 2.654  0.000
101 C 4.670 -3.674 3.702  0.000
102 C 4.462 -2.325 3.455  0.000
103 H 3.827 1.402 -0.817  0.000
104 H 5.514 2.472 -2.310  0.000
105 H 7.898 2.429 -1.676  0.000
106 H 8.604 1.321 0.405  0.000
107 H 6.926 0.238 1.871  0.000
108 H 4.875 2.626 2.555  0.000
109 H 4.592 3.997 4.597  0.000
110 H 3.275 3.128 6.492  0.000
111 H 2.159 0.940 6.316  0.000
112 H 2.391 -0.409 4.258  0.000
113 H 4.311 -2.409 0.087  0.000
114 H 4.678 -4.836 0.534  0.000
115 H 4.886 -5.626 2.852  0.000
116 H 4.772 -4.023 4.719  0.000
117 H 4.430 -1.626 4.281  0.000

Kohn-Sham gap (spin up / spin down) = 0.2111 / 0.2492 hartree
lowest unoccupied orbital energy (spin up / spin down) = -0.09452 / -0.09798 hartree
highest occupied orbital energy (spin up / spin down) = -8.32 / -9.45 eV
electronic energy = -165453.34595 eV
charge = +1
F_max = 0.066 Eh/bohr
multiplicity = 2

The following is a quantum chemistry calculation of one molecule with the formula CH3F2NO at a distorted geometry, from OMol25.

Each line ends with the Löwdin charge.
Geometry (Å):
1 N -1.312 -0.158 -0.103  0.060
2 O -0.008 0.153 -0.681  -0.090
3 C 0.961 -0.017 0.266  -0.600
4 F 1.797 0.967 0.128  0.122
5 F 1.549 -1.178 0.074  0.127
6 H -1.836 0.808 -0.244  0.141
7 H -1.722 -0.739 -0.790  0.056
8 H 0.571 0.164 1.351  0.185

Kohn-Sham gap = 0.4404 hartree
lowest unoccupied orbital energy = 0.03499 hartree
highest occupied orbital energy = -11.03 eV
electronic energy = -10056.29048 eV
F_max = 0.080 Eh/bohr
SMILES string = NOC(F)F
multiplicity = 1

The following is a quantum chemistry calculation of a 13-piece molecular cluster, C54H114N3O37P overall at a distorted geometry, from OMol25.

Each line ends with the Löwdin charge.
Geometry (Å):
1 O 0.124 -6.534 -0.230  -0.283
2 P 0.290 -6.461 -1.680  0.510
3 N 0.755 -4.902 -2.019  -0.317
4 C 0.856 -4.359 -3.325  -0.106
5 C 1.245 -4.058 -0.986  -0.112
6 N -1.036 -7.015 -2.504  -0.302
7 C -2.293 -7.060 -1.814  -0.115
8 C -1.150 -7.207 -3.980  -0.080
9 N 1.489 -7.353 -2.402  -0.317
10 C 2.863 -6.915 -2.297  -0.090
11 C 1.336 -8.690 -2.812  -0.148
12 H 0.095 -3.604 -3.494  0.067
13 H 0.745 -5.076 -4.130  0.071
14 H 1.885 -3.952 -3.483  0.093
15 H 0.735 -3.075 -0.848  0.079
16 H 2.289 -3.855 -1.208  0.072
17 H 1.199 -4.615 -0.043  0.081
18 H -2.071 -7.007 -0.708  0.079
19 H -2.904 -6.202 -2.113  0.076
20 H -2.826 -8.038 -2.018  0.103
21 H -1.671 -8.170 -4.209  0.100
22 H -1.923 -6.551 -4.357  0.047
23 H -0.240 -7.054 -4.505  0.059
24 H 2.977 -5.875 -1.965  0.076
25 H 3.367 -7.501 -1.530  0.085
26 H 3.363 -7.090 -3.258  0.089
27 H 1.475 -8.761 -3.929  0.090
28 H 0.265 -8.987 -2.643  0.092
29 H 2.097 -9.406 -2.425  0.093
30 C -0.159 6.476 -0.610  -0.052
31 C -0.520 7.881 -0.905  -0.251
32 O -1.090 8.059 -2.161  0.043
33 C -0.269 8.126 -3.183  -0.617
34 O 0.890 7.837 -3.096  0.112
35 O -0.967 8.395 -4.283  0.024
36 C -0.131 8.413 -5.487  0.011
37 H 0.264 6.420 0.406  0.088
38 H 0.600 6.270 -1.345  0.048
39 H -0.976 5.722 -0.588  0.094
40 H 0.371 8.535 -0.827  0.140
41 H -1.294 8.228 -0.192  0.129
42 H 0.845 7.964 -5.285  0.077
43 H -0.129 9.411 -5.922  0.093
44 H -0.735 7.816 -6.201  0.109
45 C 4.380 -4.729 4.604  -0.044
46 C 3.205 -4.691 3.638  -0.227
47 O 2.975 -3.375 3.144  0.013
48 C 3.787 -2.963 2.140  -0.565
49 O 4.446 -3.646 1.411  0.138
50 O 3.548 -1.625 1.986  -0.025
51 C 3.953 -1.061 0.732  -0.042
52 H 4.284 -5.601 5.231  0.074
53 H 4.316 -3.797 5.184  0.081
54 H 5.309 -4.712 4.015  0.083
55 H 2.308 -4.950 4.135  0.103
56 H 3.256 -5.430 2.822  0.131
57 H 4.990 -1.306 0.413  0.110
58 H 3.824 -0.003 0.872  0.063
59 H 3.242 -1.277 -0.093  0.085
60 C 5.193 7.369 4.606  -0.060
61 C 4.717 6.434 3.534  -0.209
62 O 5.016 5.124 4.031  0.063
63 C 4.548 4.117 3.341  -0.548
64 O 3.806 4.095 2.358  0.097
65 O 4.965 2.965 3.946  -0.006
66 C 4.627 1.753 3.248  -0.022
67 H 4.937 8.405 4.358  0.083
68 H 6.303 7.336 4.655  0.093
69 H 4.725 7.041 5.534  0.086
70 H 5.251 6.619 2.626  0.126
71 H 3.687 6.554 3.381  0.095
72 H 5.304 1.664 2.407  0.101
73 H 3.610 1.739 2.902  0.075
74 H 4.814 1.005 3.988  0.075
75 C -2.433 -2.415 -1.367  -0.031
76 C -3.452 -2.013 -2.450  -0.174
77 O -3.775 -3.218 -3.127  0.037
78 C -3.431 -3.519 -4.342  -0.630
79 O -2.570 -3.054 -5.038  0.122
80 O -4.049 -4.673 -4.627  -0.014
81 C -3.702 -5.252 -5.908  -0.041
82 H -2.235 -1.652 -0.568  0.068
83 H -1.543 -2.699 -1.914  0.056
84 H -2.591 -3.380 -0.878  0.082
85 H -3.048 -1.314 -3.181  0.116
86 H -4.397 -1.628 -2.000  0.116
87 H -4.106 -6.290 -5.907  0.110
88 H -2.634 -5.185 -6.051  0.078
89 H -4.146 -4.718 -6.718  0.082
90 C 4.198 6.138 -2.887  -0.067
91 C 3.511 6.307 -4.231  -0.189
92 O 2.261 5.535 -4.122  -0.034
93 C 1.639 5.377 -5.304  -0.612
94 O 2.003 5.810 -6.375  0.114
95 O 0.504 4.689 -5.148  0.009
96 C -0.036 4.456 -3.804  0.003
97 H 5.138 6.771 -2.961  0.101
98 H 4.508 5.100 -2.582  0.081
99 H 3.482 6.533 -2.196  0.060
100 H 4.092 6.006 -5.127  0.135
101 H 3.221 7.337 -4.310  0.106
102 H -1.094 4.719 -3.725  0.098
103 H 0.449 5.171 -3.136  0.058
104 H 0.145 3.422 -3.506  0.080
105 C 0.689 -0.604 -3.711  -0.066
106 C 1.877 0.347 -3.789  -0.161
107 O 2.921 -0.344 -4.556  0.039
108 C 3.644 -1.200 -3.837  -0.577
109 O 3.438 -1.495 -2.659  0.069
110 O 4.613 -1.682 -4.633  -0.001
111 C 5.418 -2.731 -4.053  -0.025
112 H 0.374 -1.073 -4.648  0.089
113 H -0.146 -0.164 -3.129  0.080
114 H 1.150 -1.467 -3.194  0.049
115 H 2.242 0.556 -2.752  0.124
116 H 1.580 1.178 -4.417  0.119
117 H 5.499 -2.669 -2.984  0.080
118 H 6.373 -2.746 -4.566  0.089
119 H 4.875 -3.689 -4.333  0.112
120 C -3.448 1.251 -1.334  -0.053
121 C -3.206 2.698 -1.078  -0.201
122 O -4.159 3.122 -0.087  0.039
123 C -4.535 4.377 0.075  -0.638
124 O -5.527 4.701 0.683  0.117
125 O -3.821 5.272 -0.567  -0.047
126 C -4.192 6.684 -0.496  0.016
127 H -4.417 1.172 -1.843  0.100
128 H -3.522 0.749 -0.367  0.060
129 H -2.733 0.797 -1.997  0.067
130 H -3.467 3.293 -1.944  0.122
131 H -2.208 2.951 -0.698  0.125
132 H -5.216 6.795 -0.903  0.114
133 H -3.321 7.136 -1.013  0.081
134 H -4.028 6.924 0.568  0.105
135 C -9.212 -0.419 0.043  -0.071
136 C -8.751 -1.821 0.324  -0.235
137 O -7.659 -1.915 1.230  0.010
138 C -6.512 -1.324 0.807  -0.615
139 O -6.187 -1.061 -0.288  0.158
140 O -5.809 -1.170 1.950  0.010
141 C -4.472 -0.701 1.654  -0.011
142 H -9.622 0.021 0.970  0.090
143 H -9.843 -0.276 -0.856  0.093
144 H -8.397 0.264 -0.186  0.069
145 H -8.415 -2.274 -0.618  0.121
146 H -9.564 -2.440 0.715  0.126
147 H -4.016 -0.816 2.621  0.102
148 H -4.466 0.311 1.379  0.069
149 H -4.062 -1.333 0.920  0.063
150 C 0.033 -1.126 1.309  -0.026
151 C 0.209 -0.279 0.070  -0.202
152 O 1.279 0.648 0.369  -0.014
153 C 1.386 1.737 -0.478  -0.619
154 O 0.588 1.964 -1.306  0.136
155 O 2.552 2.309 -0.238  -0.003
156 C 2.606 3.756 -0.502  0.022
157 H -0.830 -1.730 1.257  0.040
158 H 0.075 -0.397 2.154  0.076
159 H 0.858 -1.787 1.562  0.074
160 H -0.680 0.205 -0.269  0.093
161 H 0.639 -0.767 -0.816  0.105
162 H 1.894 3.901 -1.304  0.077
163 H 3.696 3.858 -0.745  0.107
164 H 2.406 4.323 0.365  0.060
165 C -5.895 -5.158 1.092  -0.029
166 C -5.423 -4.716 2.518  -0.181
167 O -4.306 -3.814 2.506  0.032
168 C -3.067 -4.268 2.552  -0.580
169 O -2.102 -3.605 2.711  0.138
170 O -3.021 -5.657 2.530  -0.072
171 C -1.707 -6.274 2.609  -0.008
172 H -6.220 -4.228 0.553  0.079
173 H -6.770 -5.770 1.279  0.073
174 H -5.112 -5.693 0.561  0.068
175 H -5.148 -5.578 3.099  0.109
176 H -6.241 -4.160 3.004  0.129
177 H -1.175 -5.993 3.513  0.095
178 H -1.267 -6.092 1.606  0.078
179 H -1.958 -7.308 2.605  0.080
180 C -0.362 1.913 3.482  -0.061
181 C 0.840 2.809 3.383  -0.196
182 O 0.525 4.195 3.126  0.053
183 C 0.891 5.122 3.959  -0.633
184 O 1.185 4.841 5.097  0.118
185 O 0.702 6.331 3.425  -0.027
186 C 0.817 7.497 4.235  -0.032
187 H -1.014 2.332 4.269  0.094
188 H -0.117 0.879 3.652  0.034
189 H -1.019 1.996 2.583  0.089
190 H 1.369 2.468 2.492  0.101
191 H 1.504 2.650 4.233  0.125
192 H 1.513 7.242 5.038  0.089
193 H -0.174 7.765 4.673  0.110
194 H 1.188 8.215 3.505  0.094
195 C 4.087 -0.066 7.780  -0.046
196 C 3.502 -0.307 6.391  -0.196
197 O 2.586 -1.434 6.471  0.021
198 C 1.426 -1.257 5.805  -0.579
199 O 0.933 -0.227 5.388  0.098
200 O 0.803 -2.435 5.873  -0.007
201 C -0.634 -2.391 5.443  0.024
202 H 4.898 -0.739 8.002  0.074
203 H 3.281 -0.073 8.458  0.063
204 H 4.509 0.953 7.814  0.086
205 H 4.314 -0.616 5.730  0.109
206 H 2.980 0.509 5.872  0.114
207 H -1.176 -1.617 5.976  0.093
208 H -1.005 -3.348 5.829  0.096
209 H -0.684 -2.276 4.388  0.061

Kohn-Sham gap = 0.3307 hartree
lowest unoccupied orbital energy = 0.01629 hartree
highest occupied orbital energy = -8.56 eV
electronic energy = -147364.11871 eV
F_max = 0.085 Eh/bohr
multiplicity = 1

The following is a quantum chemistry calculation of a 2-piece molecular cluster, C23H36ClF3N3O5PS overall at a distorted geometry, from OMol25.

Each line ends with the Löwdin charge.
Geometry (Å):
1 C 9.895 -1.217 0.177  -0.118
2 C 9.224 0.000 -0.553  -0.255
3 C 8.576 0.996 0.481  -0.209
4 C 7.112 0.517 0.767  -0.220
5 C 6.160 1.670 1.289  -0.202
6 C 4.716 1.320 0.816  -0.232
7 C 3.614 2.307 1.319  -0.207
8 C 2.168 1.712 1.330  -0.188
9 C 1.833 0.839 0.044  -0.122
10 C 0.374 0.971 -0.436  -0.063
11 C 0.159 1.499 -1.752  -0.011
12 C 1.300 1.890 -2.720  -0.450
13 O 1.831 0.991 -3.311  0.174
14 O 1.678 3.204 -2.919  0.103
15 C -1.168 1.666 -2.269  0.086
16 C -2.237 1.312 -1.411  -0.257
17 N -3.584 1.477 -1.882  0.069
18 C -3.773 0.868 -2.952  -0.711
19 S -3.977 -0.214 -4.064  0.873
20 N -2.035 0.806 -0.156  -0.046
21 P -3.579 0.421 0.818  0.919
22 N -4.458 -0.727 -0.107  -0.145
23 O -4.452 1.841 0.915  -0.264
24 C -0.772 0.600 0.355  -0.135
25 C -0.633 -0.015 1.757  -0.164
26 C -0.538 -1.575 1.779  -0.686
27 C 0.716 -2.177 1.088  -0.132
28 Cl -1.989 -2.422 1.115  0.637
29 H 9.442 -1.354 1.186  0.066
30 H 9.701 -2.163 -0.378  0.069
31 H 10.990 -1.083 0.278  0.069
32 H 10.006 0.569 -1.101  0.098
33 H 8.485 -0.394 -1.282  0.096
34 H 9.126 0.947 1.444  0.111
35 H 8.501 2.026 0.069  0.104
36 H 7.040 -0.329 1.486  0.114
37 H 6.634 0.153 -0.176  0.102
38 H 6.215 1.784 2.392  0.114
39 H 6.443 2.629 0.796  0.112
40 H 4.418 0.284 1.103  0.121
41 H 4.721 1.385 -0.301  0.112
42 H 3.861 2.541 2.385  0.114
43 H 3.600 3.289 0.795  0.112
44 H 1.377 2.460 1.559  0.120
45 H 2.143 0.993 2.188  0.098
46 H 2.556 1.172 -0.735  0.103
47 H 2.124 -0.204 0.279  0.094
48 H 2.142 3.474 -2.103  0.127
49 H -1.355 2.068 -3.280  0.147
50 H -5.297 -0.274 -0.546  0.026
51 H -3.868 -1.103 -0.857  0.031
52 H -5.061 1.832 0.148  0.053
53 H 0.270 0.362 2.287  0.106
54 H -1.483 0.255 2.423  0.087
55 H -0.474 -1.865 2.854  0.110
56 H 0.729 -1.806 0.035  0.077
57 H 0.730 -3.282 1.061  0.082
58 H 1.647 -1.779 1.561  0.082
59 C -10.502 -2.349 -0.229  -0.087
60 C -9.704 -1.268 0.485  -0.280
61 O -8.380 -1.638 0.816  -0.110
62 C -7.362 -1.618 -0.220  -0.526
63 O -7.326 -0.460 -0.858  -0.197
64 C -7.433 -2.850 -1.178  -0.541
65 F -7.795 -3.978 -0.514  0.105
66 F -6.207 -3.118 -1.704  0.089
67 F -8.278 -2.733 -2.216  0.114
68 H -10.313 -3.330 0.210  0.075
69 H -11.572 -2.132 -0.168  0.068
70 H -10.251 -2.398 -1.285  0.056
71 H -10.193 -1.084 1.447  0.107
72 H -9.739 -0.319 -0.060  0.108
73 H -6.467 -1.867 0.383  0.114

Kohn-Sham gap = 0.1696 hartree
lowest unoccupied orbital energy = -0.07528 hartree
highest occupied orbital energy = -6.66 eV
electronic energy = -79938.68163 eV
F_max = 0.071 Eh/bohr
multiplicity = 1

- The highest electronic energy belongs to which entry?
  CH3F2NO

- Among the records above, which one has the highest electronic energy?
  CH3F2NO

- Which value of electronic energy does entry 2 give?
  -10056.29048 eV

- Which value of multiplicity does entry 3 give?
  1